1.
Density functional theory data (ωB97M-V with the def2-TZVPD basis set) for C24H39N4O7PS2Sn as an isolated structure.

Element x y z (Å)
Sn  -0.60587  -1.36860  -1.27293
O  0.23968  1.53922  -1.47872
S  -1.13097  1.73878  -0.82505
O  -1.14547  2.72986  0.19980
O  -1.62252  0.41892  -0.39834
C  -2.10642  2.34379  -2.17938
C  -2.49760  3.67068  -2.04324
C  -3.28597  4.26750  -3.01437
C  -3.68669  3.53933  -4.11741
C  -3.29735  2.21472  -4.25903
C  -2.50793  1.59882  -3.30134
S  -2.09168  -0.11804  -3.62008
O  -2.50344  -0.38589  -4.96418
O  -0.63625  -0.19325  -3.37066
O  -2.76729  -0.89865  -2.57712
H  -2.17439  4.22229  -1.17309
H  -3.58193  5.30178  -2.90144
H  -4.30200  4.00107  -4.87837
H  -3.59043  1.63173  -5.12030
C  2.02619  2.87823  0.70381
C  2.40962  3.19675  -0.73949
C  1.45150  4.11664  -1.50920
C  2.92810  1.95527  -1.47502
C  4.18485  2.16693  -2.04367
C  4.97020  1.15769  -2.55025
C  4.48664  -0.12871  -2.43936
C  3.21832  -0.41922  -1.94824
C  2.90638  -1.91181  -1.94967
C  2.57295  -2.47763  -0.56486
C  1.95668  -2.36724  -3.08165
C  2.36800  0.64155  -1.51231
N  1.05362  0.31149  -1.11248
H  1.63656  3.76471  1.20886
H  2.91231  2.53551  1.24313
H  1.28145  2.09826  0.77189
H  3.30604  3.81317  -0.64138
H  0.53608  3.63992  -1.84102
H  1.95683  4.49545  -2.40020
H  1.18619  4.97398  -0.88545
H  4.57430  3.17885  -2.04003
H  5.94317  1.36125  -2.97649
H  5.10397  -0.95389  -2.77446
H  3.86649  -2.36064  -2.20132
H  1.63155  -2.11670  -0.15174
H  3.35074  -2.19790  0.14823
H  2.51855  -3.56830  -0.60107
H  1.03816  -2.82277  -2.71522
H  2.43340  -3.14128  -3.68438
H  1.68563  -1.54517  -3.74230
C  -2.23442  0.01974  3.85333
N  -1.22447  -0.45298  2.92523
C  -0.20589  0.53304  2.59519
P  -1.03855  -2.01888  2.48003
O  -0.56593  -2.16783  1.06785
N  0.04302  -2.73014  3.50060
C  0.27051  -2.30233  4.86683
C  0.58825  -4.03890  3.16789
N  -2.49813  -2.76616  2.67670
C  -2.90169  -3.47127  3.87770
C  -3.59708  -2.39184  1.79529
H  -2.72673  0.90349  3.44023
H  -1.79859  0.29854  4.81960
H  -2.98926  -0.74237  4.02453
H  -0.69983  1.44754  2.26714
H  0.42669  0.17831  1.78259
H  0.42232  0.76795  3.46211
H  -0.17076  -1.32373  5.03927
H  1.34339  -2.22993  5.06243
H  -0.15457  -3.00730  5.59081
H  0.34970  -4.29024  2.13742
H  0.18351  -4.81461  3.82757
H  1.67546  -4.02964  3.27645
H  -2.03212  -3.75474  4.46496
H  -3.43752  -4.38356  3.60491
H  -3.56738  -2.86986  4.50875
H  -3.22039  -1.87075  0.91760
H  -4.31097  -1.73384  2.30385
H  -4.12857  -3.28612  1.46375

Results
frontier orbital gap: 7.32 eV
energy above the lowest of the compared OMol25 structures with the same formula, charge and spin: 17.0 kcal/mol
HOMO energy: -7.2 eV
net charge: 0
M: 709.416 g/mol
E: -82604.719 eV

***

2.
Density functional theory data (ωB97M-V with the def2-TZVPD basis set) for an isolated molecule of C19H25N3O4 in a non-equilibrium geometry.

Element x y z (Å)
C  -5.88745  -0.50634  1.13019
C  -5.34116  0.74314  0.44912
O  -4.03798  1.07776  0.89691
C  -2.96116  0.28734  0.66145
C  -1.89026  0.51850  1.52537
C  -0.69736  -0.15949  1.41016
C  -0.55145  -1.10948  0.40653
C  0.69698  -1.81433  0.23593
N  0.89582  -2.79347  -0.60998
O  2.21483  -3.11402  -0.48252
C  2.72682  -2.29391  0.44097
C  4.16706  -2.35955  0.78044
C  4.68041  -1.01968  1.31841
C  4.58580  0.05256  0.23190
O  5.46551  0.22326  -0.58698
N  3.45269  0.77706  0.28081
C  3.09429  1.76083  -0.71860
C  2.60642  3.05109  -0.04652
C  1.10078  2.84823  0.09170
C  0.71828  2.19630  -1.23513
C  1.90314  1.28256  -1.57961
N  1.83665  -1.48263  0.92326
C  -1.60797  -1.35677  -0.46833
C  -2.80630  -0.67078  -0.36655
O  -3.85138  -0.87284  -1.22937
C  -3.73321  -1.87490  -2.21088
H  -5.82922  -0.39882  2.21098
H  -5.31644  -1.38251  0.83476
H  -6.92513  -0.65283  0.84414
H  -5.93782  1.61529  0.73201
H  -5.36725  0.63116  -0.63749
H  -2.03438  1.25969  2.29545
H  0.11342  0.02344  2.09683
H  4.71932  -2.64639  -0.11714
H  4.31450  -3.14244  1.53056
H  4.10405  -0.72848  2.19577
H  5.73001  -1.13169  1.59032
H  2.71515  0.47519  0.90280
H  3.99657  1.91873  -1.31400
H  3.10701  3.21915  0.90565
H  2.80803  3.90070  -0.69930
H  0.56584  3.78037  0.26550
H  0.88268  2.16932  0.91666
H  -0.21777  1.64357  -1.16509
H  0.60522  2.96518  -2.00042
H  2.14448  1.32532  -2.64017
H  1.67122  0.24558  -1.33771
H  -1.44952  -2.09209  -1.23904
H  -2.93218  -1.65003  -2.92129
H  -4.68826  -1.87938  -2.73442
H  -3.55931  -2.85848  -1.76405

Results
SMILES: CCOc1ccc(-c2noc(CCC(=O)NC3CCCC3)n2)cc1OC
frontier orbital gap: 8.90 eV
energy above the lowest of the compared OMol25 structures with the same formula, charge and spin: 69.2 kcal/mol
HOMO energy: -8.3 eV
net charge: 0
M: 359.426 g/mol
E: -32768.595 eV

***

3.
Density functional theory data (ωB97M-V with the def2-TZVPD basis set) for an isolated molecule of C23H35N3O4.

Element x y z (Å)
C  -6.94331  -1.65577  1.38487
O  -5.80756  -1.56775  0.56238
C  -5.26037  -0.33133  0.32376
C  -5.79904  0.84768  0.82281
C  -5.23803  2.07261  0.50925
C  -4.11681  2.13236  -0.29255
C  -3.53785  0.96942  -0.77775
C  -2.30010  1.02332  -1.63320
N  -1.22819  0.21061  -1.08458
C  -0.10283  0.02402  -1.96722
C  0.58406  -1.26228  -1.52448
N  0.95521  -1.12127  -0.13828
C  0.37050  -0.29197  0.73905
O  0.82472  -0.15113  1.86515
C  -0.86669  0.47473  0.28578
C  -0.67440  1.96386  0.69990
C  0.53686  2.61526  0.05830
O  0.49762  3.18334  -1.01867
N  1.65589  2.52339  0.80366
C  2.93305  3.06614  0.40082
C  4.04761  2.03732  0.57494
C  3.88812  0.85675  -0.38100
C  4.78517  -0.32078  -0.00620
C  4.75722  -1.44205  -1.05235
C  5.16356  -2.68236  -0.26533
C  4.40653  -2.52203  1.05262
C  4.37986  -1.00672  1.31757
C  -4.10826  -0.27443  -0.48349
O  -3.50780  -1.35039  -1.07146
C  -3.50242  -2.59996  -0.42054
H  -6.74300  -1.28151  2.39416
H  -7.79480  -1.11642  0.95757
H  -7.18203  -2.71730  1.43738
H  -6.67713  0.82060  1.44737
H  -5.68410  2.97657  0.89426
H  -3.68447  3.08847  -0.54813
H  -1.99257  2.06924  -1.78360
H  -2.53933  0.59379  -2.61115
H  0.60958  0.86259  -1.94641
H  -0.46951  -0.08985  -2.98787
H  -0.11138  -2.10096  -1.64813
H  1.48169  -1.45441  -2.11854
H  1.75081  -1.64225  0.20627
H  -1.69294  0.10321  0.91170
H  -0.56985  1.98142  1.78477
H  -1.56524  2.52245  0.42034
H  1.63542  1.97083  1.64918
H  2.83491  3.37226  -0.64385
H  3.15532  3.95588  1.00375
H  5.01090  2.52278  0.40968
H  4.02729  1.67652  1.60555
H  4.12272  1.18258  -1.39742
H  2.84671  0.53271  -0.36988
H  5.81382  0.04392  0.08027
H  5.42062  -1.23932  -1.89210
H  3.74405  -1.56329  -1.44161
H  4.91725  -3.61078  -0.77981
H  6.23908  -2.66561  -0.08296
H  4.87993  -3.07082  1.86550
H  3.39204  -2.91260  0.94429
H  5.08061  -0.74635  2.11031
H  3.38887  -0.68644  1.64049
H  -3.25733  -2.49993  0.63997
H  -4.45806  -3.11936  -0.51976
H  -2.72223  -3.17920  -0.91534

Results
SMILES: COc1cccc(CN2CCNC(=O)[C@H]2CC(=O)NCCCC2CCCC2)c1OC
frontier orbital gap: 8.88 eV
energy above the lowest of the compared OMol25 structures with the same formula, charge and spin: 19.7 kcal/mol
HOMO energy: -8.1 eV
net charge: 0
M: 417.550 g/mol
E: -37079.953 eV

***

4.
Density functional theory data (ωB97M-V with the def2-TZVPD basis set) for C41H54N4P2PdSSi4Te as an isolated structure in a non-equilibrium geometry.

Element x y z (Å)
Pd  0.09634  -0.03617  -1.69807
C  2.06337  -3.68462  0.05873
N  1.63395  -2.40664  -0.47296
P  1.00370  -2.16415  -2.03442
C  -0.41590  -3.31505  -2.10174
C  -0.25558  -4.69561  -2.17178
C  -1.36350  -5.52222  -2.12535
C  -2.63345  -4.97702  -2.01343
C  -2.79968  -3.60299  -1.93296
C  -1.69280  -2.77348  -1.97535
C  2.24117  -2.99728  -3.06728
C  1.89305  -3.71048  -4.21145
C  2.87342  -4.30136  -4.98586
C  4.20981  -4.16859  -4.63851
C  4.56707  -3.42066  -3.52670
C  3.58746  -2.83284  -2.74914
P  1.01559  -0.97176  0.40200
C  2.43438  0.12945  0.10941
C  2.24194  1.45051  -0.29793
C  3.33014  2.22833  -0.65634
C  4.61274  1.70646  -0.60215
C  4.81118  0.39770  -0.19112
C  3.73062  -0.38871  0.15827
C  1.28378  -1.58167  2.10369
C  2.36287  -1.25497  2.91042
C  2.49879  -1.86298  4.14558
C  1.54508  -2.76436  4.58746
C  0.44323  -3.06103  3.80014
C  0.31583  -2.47287  2.55810
H  2.74635  -4.15435  -0.65257
H  1.22010  -4.36199  0.22928
H  2.58845  -3.52789  1.00299
H  0.73486  -5.11909  -2.27236
H  -1.22980  -6.59438  -2.17465
H  -3.49340  -5.63034  -1.98309
H  -3.79166  -3.18540  -1.83625
H  -1.81655  -1.68389  -1.92233
H  0.85070  -3.80852  -4.48476
H  2.59224  -4.85906  -5.86719
H  4.97167  -4.64164  -5.23943
H  5.60962  -3.28739  -3.26981
H  3.85626  -2.23931  -1.88526
H  1.24131  1.89126  -0.31306
H  3.17454  3.24420  -0.99185
H  5.45791  2.31401  -0.88946
H  5.80951  -0.01558  -0.15497
H  3.88261  -1.41613  0.46072
H  3.09221  -0.53125  2.57360
H  3.36310  -1.63848  4.75336
H  1.66135  -3.23799  5.54994
H  -0.30184  -3.76232  4.14663
H  -0.53310  -2.69827  1.91810
S  -2.91386  2.57713  -3.20003
C  -1.48538  2.16525  -2.63536
N  -0.40332  1.97080  -2.20748
N  2.00775  -1.99544  -7.73428
C  1.13781  -1.64325  -7.07050
C  0.07614  -1.24510  -6.24116
C  -1.25400  -1.24903  -6.69012
C  -2.24931  -0.90514  -5.80084
C  -1.90133  -0.56611  -4.49923
N  -0.63781  -0.55666  -4.06780
C  0.32171  -0.87640  -4.91388
H  -1.47771  -1.51408  -7.71172
H  -3.28535  -0.89843  -6.10125
H  -2.65623  -0.27357  -3.78004
H  1.33954  -0.84349  -4.53790
C  -0.28523  3.90022  5.15465
Si  0.10763  2.66196  3.75244
C  1.78288  3.21898  2.99190
C  0.36087  0.96294  4.60785
Si  -1.66272  2.55813  2.11698
Te  -1.09500  0.42924  0.60303
Si  -1.77129  4.66698  0.95444
C  -0.22511  5.05671  -0.10298
C  -1.93728  5.94962  2.36589
C  -3.30020  4.85259  -0.17206
Si  -3.70530  1.79909  3.08523
C  -4.30727  3.09148  4.36530
C  -5.04602  1.57384  1.74449
C  -3.45245  0.12418  3.97881
H  0.52559  3.95217  5.87361
H  -1.18107  3.60987  5.68962
H  -0.44662  4.89774  4.76846
H  2.60690  3.08429  3.68828
H  1.75120  4.27072  2.72371
H  2.01799  2.65634  2.09322
H  1.36689  0.83706  4.99874
H  0.17482  0.15277  3.91196
H  -0.32863  0.84132  5.43442
H  0.69257  4.99324  0.47221
H  -0.27745  6.05390  -0.53176
H  -0.15302  4.35571  -0.92896
H  -1.02533  6.02383  2.94577
H  -2.73092  5.66085  3.04580
H  -2.16810  6.94069  1.99080
H  -3.28796  4.11309  -0.96597
H  -3.32814  5.83174  -0.64415
H  -4.22510  4.72694  0.38171
H  -4.53616  4.03580  3.88322
H  -3.54419  3.28345  5.11199
H  -5.20204  2.76370  4.88590
H  -5.32949  2.52549  1.30964
H  -5.94807  1.10415  2.12444
H  -4.65490  0.95228  0.94495
H  -2.86737  0.24214  4.88488
H  -2.91267  -0.55388  3.32269
H  -4.39192  -0.34902  4.25155

Results
frontier orbital gap: 5.21 eV
HOMO energy: -6.5 eV
net charge: 0
M: 1043.290 g/mol
E: -121052.992 eV